Entry 1:
Density functional theory data (ωB97M-V/def2-TZVPD) for a cluster of 2 separate species, C20H17NO5S in total.

Structure (ORCA input):
```
! wB97M-V def2-TZVPD RIJCOSX def2/J DEFGRID3
* xyz 0 1
C 2.60 -1.28 2.24
C 2.86 0.24 2.57
O 2.11 1.17 1.75
C 0.73 1.05 1.93
C 0.05 0.86 3.20
C -1.39 0.74 3.35
C -2.23 0.78 2.15
C -1.53 0.94 0.85
C -0.10 1.08 0.72
S -2.64 0.93 -0.61
C -3.84 -0.36 -0.11
C -4.36 -1.35 -1.05
C -5.29 -2.35 -0.50
C -5.67 -2.32 0.90
C -5.16 -1.30 1.84
C -4.22 -0.33 1.32
N -3.68 0.66 2.23
H 3.50 -1.77 1.77
H 2.37 -1.85 3.18
H 1.75 -1.44 1.52
H 2.64 0.46 3.66
H 3.95 0.47 2.45
H 0.68 0.83 4.12
H -1.88 0.60 4.33
H 0.37 1.22 -0.27
H -4.05 -1.37 -2.12
H -5.70 -3.12 -1.20
H -6.37 -3.09 1.29
H -5.48 -1.28 2.91
H -4.06 1.57 1.90
O 3.15 1.66 -5.77
C 3.14 1.24 -4.63
C 3.03 2.12 -3.46
C 3.04 1.61 -2.23
O 2.94 2.39 -1.14
C 3.17 0.14 -1.99
O 3.20 -0.28 -0.85
C 3.26 -0.74 -3.16
C 3.24 -0.23 -4.39
O 3.31 -1.02 -5.48
H 2.94 3.18 -3.65
H 2.98 1.79 -0.37
H 3.33 -1.81 -2.97
H 3.28 -0.41 -6.24
*
```

HOMO energy: -8.26 eV
Total energy: -1601.386508 Eh
Energy relative to the best compared isomer or geometry (same formula, charge and spin): 376.31 kJ/mol
F_max: 3.1 eV Å⁻¹
HOMO-LUMO gap: 6.80 eV

=====

Entry 2:
Density functional theory data (ωB97M-V/def2-TZVPD) for the ion C3H7FN3 with charge +1.

Structure (ORCA input):
```
! wB97M-V def2-TZVPD RIJCOSX def2/J DEFGRID3
* xyz 1 1
C -0.03 1.43 -1.18
C -0.41 0.20 -0.42
N -1.68 0.05 -0.19
N 0.51 -0.67 -0.15
N 0.28 -1.64 0.94
C 1.46 -0.98 1.35
F 1.34 0.00 2.20
H 1.09 1.33 -1.62
H -0.69 1.63 -1.99
H -0.02 2.26 -0.37
H -2.30 0.79 -0.69
H -2.22 -0.66 0.40
H 0.25 -2.56 0.77
H 2.42 -1.18 0.94
*
```

HOMO energy: -14.89 eV
Total energy: -382.273166 Eh
Energy relative to the best compared isomer or geometry (same formula, charge and spin): 314.95 kJ/mol
F_max: 5.7 eV Å⁻¹
HOMO-LUMO gap: 9.95 eV

=====

Entry 3:
Density functional theory data (ωB97M-V/def2-TZVPD) for a structure of composition C13H14ClINO3Pd.

Structure (ORCA input):
```
! wB97M-V def2-TZVPD RIJCOSX def2/J DEFGRID3
* xyz 1 3
Pd 7.76 4.77 7.18
Cl 12.46 4.84 12.25
C 11.70 4.56 10.74
C 12.45 4.48 9.61
C 11.85 4.30 8.38
I 13.03 4.18 6.68
C 10.44 4.25 8.17
O 9.88 4.15 7.08
C 9.67 4.47 9.44
N 8.35 4.63 9.29
C 7.53 4.63 10.32
C 8.03 4.56 11.61
C 9.41 4.46 11.84
C 10.28 4.49 10.74
H 13.49 4.59 9.77
H 6.48 4.68 10.11
H 7.33 4.61 12.43
H 9.79 4.42 12.86
C 4.54 4.94 7.33
O 5.69 5.80 7.22
C 5.72 6.62 6.07
C 6.12 5.85 4.79
O 7.25 5.03 4.98
C 7.49 4.22 3.82
H 3.61 5.52 7.30
H 4.67 4.41 8.30
H 4.57 4.22 6.57
H 6.31 7.48 6.33
H 4.74 6.99 5.90
H 6.29 6.63 4.06
H 5.25 5.25 4.46
H 7.79 4.80 2.94
H 6.59 3.59 3.61
H 8.29 3.52 4.01
*
```

HOMO energy (alpha / beta): -11.40 / -11.91 eV
Expectation value of S²: 2.037
Total energy: -1669.729499 Eh
F_max: 1.9 eV Å⁻¹
HOMO-LUMO gap (alpha / beta): 7.73 / 6.27 eV

=====

> total energy of number 3 (C13H14ClINO3Pd)?

-1669.729499 Eh

=====

> What is the formula in the second record?

C3H7FN3